Entry 1:
Entry from the OMol25 dataset: a 6-piece molecular cluster, C21H57O26P5S overall in a non-equilibrium geometry (the ωB97M-V functional and the def2-TZVPD basis).

Calculated total energy   -133209.04869 eV
LUMO energy   -0.0647 hartree
HOMO level   -9.67 eV
Frontier orbital gap   7.91 eV

Element x y z (Å)
O 1.536 -4.216 5.060
C 0.853 -3.246 5.189
O -0.477 -3.239 4.898
C -0.740 -2.215 3.930
C -1.261 -2.793 2.605
O -2.073 -3.955 2.833
S -1.954 -4.910 1.486
O -2.081 -4.012 0.376
O -0.425 -5.459 1.664
C 0.165 -5.921 0.450
C 1.691 -5.768 0.614
C 2.213 -4.376 0.238
O 1.193 -3.392 0.174
H 1.292 -2.298 5.545
H 0.216 -1.747 3.671
H -1.377 -1.416 4.304
H -1.837 -2.021 2.093
H -0.391 -2.991 1.981
H -0.116 -5.340 -0.426
H -0.024 -6.977 0.253
H 1.917 -5.999 1.654
H 2.183 -6.511 -0.012
H 2.948 -4.079 0.993
H 2.759 -4.436 -0.708
H 1.635 -2.547 0.095
C 6.846 -0.211 -3.885
O 6.691 0.610 -2.733
P 5.763 -0.016 -1.496
O 6.313 -1.410 -1.537
O 4.369 0.103 -2.320
C 3.976 1.384 -2.840
O 4.955 -0.191 -0.043
C 5.772 -0.372 1.127
H 7.115 0.441 -4.717
H 7.648 -0.928 -3.728
H 5.924 -0.734 -4.136
H 4.076 1.376 -3.926
H 4.581 2.197 -2.439
H 2.933 1.558 -2.580
H 6.577 0.362 1.153
H 6.185 -1.379 1.144
H 5.144 -0.235 2.004
C -4.985 -3.184 3.085
O -5.614 -2.100 2.397
P -7.148 -1.685 2.907
O -6.920 -1.778 4.385
O -7.756 -3.074 2.299
C -7.555 -3.373 0.911
O -8.725 -1.117 2.986
C -8.907 0.208 3.517
H -4.214 -3.578 2.445
H -4.519 -2.820 3.999
H -5.693 -3.979 3.318
H -6.841 -4.192 0.821
H -7.175 -2.517 0.353
H -8.507 -3.682 0.481
H -8.213 0.912 3.062
H -8.771 0.199 4.597
H -9.925 0.523 3.291
C -11.243 3.917 0.269
O -11.555 2.569 0.613
P -10.857 1.395 -0.328
O -9.466 1.914 -0.471
O -11.788 1.727 -1.617
C -13.212 1.779 -1.451
O -10.650 -0.160 -0.871
C -9.804 -1.003 -0.069
H -12.033 4.543 0.683
H -10.293 4.204 0.714
H -11.207 4.057 -0.811
H -13.544 2.814 -1.529
H -13.531 1.381 -0.488
H -13.675 1.195 -2.244
H -10.068 -0.927 0.983
H -8.760 -0.726 -0.209
H -9.944 -2.031 -0.395
C 10.412 2.031 5.198
O 9.088 2.060 5.728
P 7.905 2.615 4.710
O 8.271 1.940 3.430
O 8.418 4.154 4.778
C 8.620 4.764 6.062
O 6.374 3.137 4.334
C 5.392 2.113 4.106
H 11.095 2.029 6.047
H 10.561 1.121 4.621
H 10.615 2.903 4.578
H 9.689 4.890 6.234
H 8.202 4.168 6.873
H 8.141 5.741 6.059
H 5.425 1.362 4.893
H 5.565 1.645 3.140
H 4.409 2.578 4.103
C 3.058 3.310 -10.414
O 4.077 3.906 -9.615
P 4.588 3.024 -8.308
O 4.685 1.655 -8.888
O 3.210 3.259 -7.478
C 2.719 4.596 -7.310
O 5.409 2.798 -6.881
C 6.813 2.496 -6.983
H 2.568 4.117 -10.961
H 3.501 2.618 -11.127
H 2.318 2.795 -9.803
H 1.827 4.730 -7.922
H 3.456 5.346 -7.599
H 2.460 4.741 -6.263
H 7.311 3.179 -7.669
H 6.951 1.469 -7.318
H 7.254 2.609 -5.995

Atomic forces in eV per Å
O -0.2 0.1 0.3
C 0.4 -0.8 -0.1
O 0.4 0.5 -0.2
C 0.0 0.2 -0.4
C 0.4 0.8 0.8
O 1.5 -0.4 -1.1
S -1.8 -1.3 1.4
O 0.5 0.4 -0.9
O -0.5 0.8 -0.1
C 1.8 -0.1 -0.7
C -0.8 0.2 0.0
C 0.8 -0.1 0.3
O -0.3 -0.3 0.1
H -0.4 0.2 -0.1
H -0.1 0.2 0.0
H -0.3 -0.3 0.4
H -0.1 0.0 0.0
H -0.2 -0.5 -0.1
H -0.5 0.1 0.2
H -0.5 0.0 0.3
H 0.1 0.0 0.0
H 0.0 0.0 0.0
H 0.1 0.0 0.0
H -0.2 0.1 -0.1
H 0.0 0.3 -0.1
C 0.1 -0.5 -0.3
O -0.1 2.9 2.3
P -1.6 -7.1 -3.5
O 0.4 0.6 0.5
O 0.1 0.9 0.7
C -0.1 -0.1 -0.1
O 1.2 3.2 0.0
C 0.1 -0.2 0.1
H 0.0 0.2 0.2
H -0.1 -0.1 0.1
H 0.0 0.0 0.1
H 0.0 0.0 0.0
H 0.0 0.0 0.0
H 0.0 -0.1 0.0
H 0.1 -0.1 0.2
H 0.0 0.0 -0.2
H -0.1 0.0 -0.1
C -0.1 -0.2 0.6
O -0.6 2.8 -2.2
P -0.7 -6.5 5.1
O 0.3 1.2 -0.4
O -0.3 0.5 -0.8
C 0.0 -0.2 0.2
O 1.5 2.1 -2.2
C -0.1 0.1 0.2
H 0.0 0.2 -0.4
H -0.1 0.0 0.1
H -0.1 0.1 0.1
H 0.0 0.0 0.0
H 0.0 -0.1 0.0
H 0.0 0.0 0.1
H -0.1 0.1 0.0
H 0.1 -0.1 0.0
H 0.0 -0.1 -0.1
C 0.3 0.4 0.0
O -1.0 -2.9 1.4
P 2.8 3.7 -5.2
O -0.4 -0.5 0.9
O -0.4 -0.4 0.4
C 0.1 0.0 -0.2
O -1.7 0.1 2.8
C 0.2 -0.1 0.0
H -0.1 -0.2 0.1
H 0.1 -0.1 -0.1
H 0.1 -0.1 0.0
H 0.0 0.0 0.0
H 0.0 0.0 0.0
H 0.1 0.0 0.0
H 0.1 -0.2 0.0
H -0.1 0.2 0.0
H -0.2 0.1 -0.1
C 0.4 -0.2 -0.3
O -2.9 -0.3 1.8
P 3.9 2.4 -5.4
O -0.6 -0.4 0.8
O -0.4 -0.1 0.6
C 0.1 0.1 -0.1
O 0.0 -1.4 3.0
C -0.2 -0.1 -0.2
H -0.2 0.0 0.1
H -0.1 0.1 -0.1
H -0.1 0.0 0.0
H 0.0 0.0 0.0
H 0.0 0.0 0.0
H 0.0 0.0 -0.1
H -0.1 -0.1 -0.1
H 0.1 0.0 0.0
H 0.1 0.1 0.1
C -0.2 -0.4 -0.3
O 2.4 1.9 1.4
P -4.7 -5.2 0.1
O 0.7 0.7 -0.1
O 0.4 0.6 0.1
C -0.1 -0.1 0.0
O 1.1 2.7 -1.5
C 0.2 -0.2 0.1
H 0.1 0.1 0.1
H 0.0 -0.1 0.1
H 0.1 0.0 0.1
H 0.0 0.0 0.0
H 0.0 0.0 0.0
H 0.0 -0.1 0.0
H 0.1 0.0 0.0
H -0.1 0.0 -0.1
H -0.1 0.1 0.0

=====

Entry 2:
Entry from the OMol25 dataset: C21H57O8V as an isolated structure in a non-equilibrium geometry (the ωB97M-V functional and the def2-TZVPD basis).

Calculated total energy   -64765.57362 eV
LUMO energy (alpha / beta)   -0.1259 / -0.1319 hartree
HOMO level (alpha / beta)   -11.78 / -11.78 eV
Spin multiplicity   4
Charge   +1
Frontier orbital gap (alpha / beta)   8.36 / 8.20 eV
⟨S²⟩   3.755
Energy above the lowest of the compared OMol25 structures with the same formula, charge and spin   0.0 kJ/mol

Element x y z (Å)
V -1.204 2.216 -0.980
O 0.151 1.067 -0.025
H -0.322 0.235 0.089
C 2.287 -2.711 0.170
C 2.010 -3.372 1.517
C 2.792 -4.641 1.677
O 2.400 -2.522 2.593
H 1.768 -1.748 0.075
H 1.879 -3.340 -0.632
H 3.351 -2.572 -0.017
H 0.929 -3.573 1.584
H 2.597 -5.093 2.650
H 3.860 -4.425 1.607
H 2.562 -5.375 0.902
H 1.836 -1.740 2.530
C 1.932 5.052 -2.234
C 0.995 4.044 -2.830
C 1.592 3.351 -4.034
O 0.673 3.039 -1.821
H 1.554 5.421 -1.281
H 2.071 5.915 -2.888
H 2.926 4.625 -2.070
H 0.052 4.548 -3.065
H 2.506 2.844 -3.705
H 1.886 4.087 -4.782
H 0.941 2.595 -4.466
H 1.502 2.851 -1.301
C 4.801 2.103 -0.872
C 3.728 1.312 -0.164
C 4.129 0.947 1.272
O 2.537 2.096 -0.158
H 4.433 2.461 -1.838
H 5.684 1.493 -1.076
H 5.123 2.967 -0.289
H 3.594 0.362 -0.702
H 4.949 0.231 1.249
H 3.260 0.557 1.802
H 4.474 1.839 1.802
H 1.749 1.516 -0.109
C -2.116 -1.077 -3.685
C -1.122 -0.505 -2.695
C 0.311 -0.900 -3.007
O -1.220 0.967 -2.762
H -3.129 -0.735 -3.440
H -2.151 -2.163 -3.708
H -1.912 -0.714 -4.699
H -1.398 -0.798 -1.683
H 0.678 -0.362 -3.882
H 0.393 -1.975 -3.168
H 0.966 -0.644 -2.170
H -1.337 1.236 -3.679
C -0.317 -1.074 4.398
C -0.139 0.034 3.377
C 0.811 1.119 3.813
O 0.362 -0.587 2.152
H 0.565 -1.712 4.433
H -1.209 -1.664 4.183
H -0.437 -0.649 5.396
H -1.103 0.499 3.128
H 0.855 1.904 3.049
H 1.795 0.733 4.070
H 0.393 1.645 4.678
H 0.558 0.112 1.506
C -4.766 0.962 -0.834
C -3.970 1.504 0.339
C -4.539 1.094 1.664
O -2.592 1.061 0.228
H -4.268 1.275 -1.763
H -5.791 1.318 -0.861
H -4.741 -0.131 -0.847
H -3.964 2.597 0.249
H -3.919 1.404 2.500
H -4.688 0.011 1.674
H -5.536 1.528 1.774
H -2.471 0.119 0.505
C -2.861 -3.358 1.957
C -2.316 -2.813 0.649
C -3.373 -2.794 -0.408
O -1.857 -1.453 0.817
H -2.086 -3.446 2.725
H -3.342 -4.328 1.848
H -3.592 -2.654 2.375
H -1.473 -3.438 0.331
H -2.989 -2.330 -1.323
H -4.242 -2.251 -0.033
H -3.675 -3.797 -0.705
H -1.031 -1.431 1.352

Atomic forces in eV per Å
V 1.8 -1.6 0.1
O -0.9 0.3 -0.3
H 0.1 -0.1 -0.2
C -0.6 -0.1 -0.4
C 0.2 0.5 0.0
C 0.2 -0.5 0.0
O -0.1 -0.1 -0.1
H 0.2 0.0 0.2
H 0.2 0.0 0.1
H 0.1 0.1 0.1
H 0.0 -0.1 0.0
H 0.0 0.0 0.0
H 0.0 0.0 0.1
H -0.1 0.1 0.0
H 0.0 0.1 0.0
C 0.5 0.5 0.2
C -0.3 -0.3 0.2
C 0.4 0.0 0.2
O -0.5 0.5 0.0
H 0.0 0.0 0.0
H -0.1 -0.1 -0.1
H -0.1 -0.1 0.1
H 0.0 -0.2 -0.1
H -0.1 0.0 -0.1
H -0.1 -0.1 -0.1
H -0.1 0.1 -0.1
H -0.2 -0.2 -0.1
C 0.3 0.1 -0.3
C 0.5 -0.3 0.5
C -0.1 0.5 -0.4
O -0.1 0.1 -0.3
H 0.0 0.0 0.0
H -0.1 0.0 0.1
H -0.1 0.0 0.0
H -0.4 0.2 -0.1
H -0.1 -0.2 0.2
H 0.2 -0.3 0.0
H -0.1 0.0 0.0
H 0.0 -0.2 0.4
C -0.7 0.5 -0.1
C 0.3 -0.1 -0.8
C 0.1 0.1 0.5
O -0.4 0.0 0.8
H 0.1 -0.1 0.0
H 0.3 0.0 0.1
H 0.2 -0.2 0.1
H 0.0 0.3 0.1
H -0.1 -0.1 -0.1
H -0.1 0.0 -0.1
H 0.0 0.1 -0.1
H 0.1 0.0 0.0
C -0.1 0.2 0.1
C 0.1 -0.1 -0.3
C -0.5 0.7 0.2
O -0.2 -0.2 0.5
H 0.0 -0.1 -0.1
H 0.1 -0.1 0.0
H -0.1 0.1 -0.1
H 0.0 -0.1 0.1
H 0.4 -0.3 -0.1
H 0.1 0.0 -0.1
H 0.1 -0.3 0.1
H 0.1 0.3 0.2
C 0.6 -0.1 -0.5
C -0.2 -0.2 -0.3
C -0.6 -0.2 0.1
O -0.2 1.1 -0.4
H -0.2 0.0 0.1
H -0.1 0.0 0.1
H -0.2 0.0 0.2
H 0.3 0.0 0.2
H 0.1 0.0 0.1
H 0.2 0.0 0.2
H 0.1 0.1 0.1
H 0.0 -0.1 -0.1
C 0.1 0.5 0.7
C 0.2 -0.3 0.4
C -0.1 0.1 -0.7
O 0.3 -0.2 0.0
H 0.1 -0.1 -0.2
H 0.0 -0.1 -0.1
H -0.1 -0.1 -0.2
H 0.0 0.2 -0.1
H -0.2 0.1 0.2
H -0.1 0.0 -0.2
H -0.1 -0.1 0.3
H -0.2 0.1 0.0

=====

Among the records above, which one has the lowest calculated total energy? C21H57O26P5S